# 1
Below is a cluster of 2 separate species, C3H10O2 in total, with properties calculated with wB97M-V/def2-TZVPD.

Computed properties:
Multiplicity: 1
Energy relative to the best compared isomer or geometry (same formula, charge and spin) in kJ/mol: 79.07
SMILES: CCOC.O
Net charge: 0
HOMO-LUMO gap in eV: 10.6878

Each line ends with the Löwdin charge.
CARTESIAN COORDINATES (ANGSTROEM)
C (-0.483, -0.993, -0.535)  -0.10
C (0.748, -0.153, -0.348)  -0.31
O (1.362, -0.452, 0.921)  -0.18
C (2.630, 0.127, 0.942)  -0.15
H (-0.215, -2.056, -0.408)  0.08
H (-0.793, -0.832, -1.581)  0.08
H (-1.336, -0.764, 0.125)  0.08
H (0.325, 0.863, -0.464)  0.12
H (1.454, -0.321, -1.184)  0.12
H (3.147, -0.201, 1.859)  0.09
H (2.586, 1.229, 0.938)  0.09
H (3.217, -0.205, 0.069)  0.08
O (-4.511, 0.987, -0.162)  -0.09
H (-4.292, 1.499, 0.650)  0.05
H (-3.839, 1.271, -0.822)  0.04

=====

# 2
Below is a cluster of 11 separate species, C43H115N9O11 in total, with properties calculated with wB97M-V/def2-TZVPD.

Computed properties:
Multiplicity: 1
Energy relative to the best compared isomer or geometry (same formula, charge and spin) in kJ/mol: 555.96
SMILES: CC1(C)CCCC(C)(C)N1O.COC[C@H](C)N.COC[C@H](C)N.COC[C@H](C)N.COC[C@H](C)N.COC[C@H](C)N.COC[C@H](C)N.COC[C@H](C)N.COC[C@H](C)N.CO.CO
Net charge: 0
HOMO-LUMO gap in eV: 8.6835

Each line ends with the Löwdin charge.
CARTESIAN COORDINATES (ANGSTROEM)
C (13.526, -0.850, -3.385)  -0.03
C (12.843, -0.182, -2.151)  -0.47
C (13.238, -0.969, -0.882)  -0.04
C (13.260, 1.275, -2.030)  -0.15
C (12.428, 2.307, -2.805)  -0.19
C (10.985, 2.164, -2.470)  -0.20
C (10.450, 0.774, -2.807)  -0.47
C (9.014, 0.857, -2.021)  -0.01
C (10.207, 0.798, -4.353)  -0.02
N (11.329, -0.245, -2.279)  -0.11
O (10.804, -1.543, -2.350)  0.00
H (13.103, -1.799, -3.711)  0.08
H (13.421, -0.157, -4.220)  0.07
H (14.614, -0.895, -3.323)  0.08
H (12.552, -0.737, -0.068)  0.08
H (13.052, -2.027, -1.064)  0.07
H (14.273, -0.879, -0.552)  0.08
H (13.301, 1.502, -0.965)  0.11
H (14.322, 1.452, -2.197)  0.12
H (12.684, 3.347, -2.603)  0.12
H (12.698, 2.115, -3.843)  0.11
H (10.528, 2.933, -3.094)  0.12
H (10.863, 2.437, -1.422)  0.12
H (9.132, 1.102, -0.966)  0.07
H (8.496, -0.094, -2.150)  0.06
H (8.482, 1.630, -2.576)  0.07
H (9.433, 0.036, -4.431)  0.08
H (11.058, 0.398, -4.904)  0.07
H (10.137, 1.775, -4.831)  0.08
H (10.961, -1.771, -3.269)  0.08
C (-0.889, 1.263, 0.968)  -0.10
O (-0.507, 0.418, -0.091)  -0.22
C (-0.837, -0.974, 0.009)  -0.22
C (-0.658, -1.537, -1.359)  -0.43
C (0.841, -1.465, -1.728)  -0.06
N (-1.579, -0.833, -2.267)  0.05
H (-1.826, 1.028, 1.473)  0.09
H (-0.803, 2.309, 0.672)  0.09
H (-0.110, 1.044, 1.699)  0.08
H (-0.265, -1.465, 0.797)  0.13
H (-1.856, -1.152, 0.353)  0.12
H (-0.974, -2.578, -1.290)  0.13
H (1.461, -2.172, -1.177)  0.07
H (1.337, -0.498, -1.637)  0.08
H (1.029, -1.838, -2.735)  0.06
H (-1.364, 0.125, -2.032)  0.06
H (-1.395, -1.005, -3.245)  0.07
C (7.415, -8.956, -3.108)  -0.13
O (7.299, -8.572, -4.427)  -0.20
C (6.429, -7.453, -4.598)  -0.16
C (6.572, -6.804, -6.072)  -0.41
C (6.515, -7.811, -7.236)  -0.08
N (7.865, -6.206, -6.147)  0.01
H (6.466, -8.810, -2.592)  0.09
H (8.218, -8.396, -2.630)  0.09
H (7.866, -9.947, -3.058)  0.09
H (5.403, -7.776, -4.423)  0.12
H (6.578, -6.658, -3.868)  0.12
H (5.888, -6.012, -6.376)  0.13
H (5.455, -8.030, -7.360)  0.07
H (7.008, -8.754, -6.997)  0.08
H (6.876, -7.447, -8.198)  0.07
H (8.125, -6.318, -7.116)  0.06
H (8.377, -6.932, -5.665)  0.06
C (1.258, 5.396, 8.090)  -0.14
O (0.143, 6.219, 7.946)  -0.20
C (0.422, 7.653, 7.774)  -0.16
C (-0.979, 8.301, 7.690)  -0.48
C (-1.776, 8.303, 8.908)  -0.08
N (-1.751, 7.675, 6.644)  0.04
H (1.744, 5.666, 9.028)  0.09
H (1.972, 5.322, 7.270)  0.08
H (0.835, 4.395, 8.169)  0.09
H (0.913, 8.208, 8.573)  0.11
H (1.007, 7.829, 6.872)  0.12
H (-0.779, 9.362, 7.545)  0.14
H (-2.338, 7.379, 9.041)  0.09
H (-2.329, 9.205, 9.169)  0.09
H (-1.028, 8.234, 9.698)  0.08
H (-1.415, 7.779, 5.698)  0.07
H (-2.056, 6.743, 6.883)  0.07
C (-2.222, -8.345, 1.796)  -0.10
O (-3.419, -8.129, 1.069)  -0.23
C (-4.379, -9.203, 0.859)  -0.14
C (-5.578, -8.895, -0.244)  -0.43
C (-6.174, -7.472, -0.041)  -0.06
N (-6.600, -9.885, -0.161)  0.02
H (-1.449, -7.583, 1.898)  0.09
H (-1.889, -9.324, 1.452)  0.08
H (-2.597, -8.461, 2.813)  0.08
H (-3.870, -10.127, 0.585)  0.10
H (-4.902, -9.469, 1.777)  0.11
H (-5.039, -8.935, -1.190)  0.12
H (-6.547, -7.463, 0.983)  0.08
H (-7.059, -7.244, -0.635)  0.07
H (-5.389, -6.753, -0.273)  0.07
H (-7.246, -9.610, -0.888)  0.07
H (-6.227, -10.800, -0.366)  0.07
C (-2.761, -10.229, 10.700)  -0.08
O (-2.687, -8.791, 10.601)  -0.18
C (-2.949, -8.260, 9.375)  -0.27
C (-3.043, -6.730, 9.375)  -0.43
C (-3.134, -6.123, 7.991)  -0.09
N (-1.858, -6.069, 9.879)  0.04
H (-2.592, -10.579, 11.718)  0.08
H (-1.963, -10.744, 10.165)  0.08
H (-3.714, -10.612, 10.335)  0.09
H (-2.151, -8.556, 8.693)  0.12
H (-3.801, -8.754, 8.908)  0.12
H (-4.000, -6.581, 9.875)  0.14
H (-2.277, -6.190, 7.320)  0.07
H (-3.339, -5.054, 8.040)  0.08
H (-3.796, -6.763, 7.407)  0.07
H (-1.129, -6.049, 9.180)  0.07
H (-1.496, -6.681, 10.597)  0.06
C (1.535, 3.746, -8.741)  -0.13
O (0.915, 4.719, -7.958)  -0.18
C (-0.461, 4.460, -7.801)  -0.21
C (-1.273, 5.708, -7.350)  -0.39
C (-1.053, 6.968, -8.137)  -0.08
N (-0.778, 6.017, -5.965)  0.02
H (0.922, 3.603, -9.631)  0.07
H (1.597, 2.706, -8.419)  0.09
H (2.424, 4.171, -9.207)  0.09
H (-0.912, 4.143, -8.741)  0.12
H (-0.549, 3.674, -7.051)  0.12
H (-2.345, 5.521, -7.307)  0.13
H (-0.034, 7.351, -8.177)  0.08
H (-1.715, 7.792, -7.869)  0.08
H (-1.203, 6.761, -9.196)  0.07
H (0.222, 6.025, -6.109)  0.05
H (-0.779, 5.114, -5.513)  0.05
C (-8.728, 4.303, 5.455)  -0.06
O (-9.357, 5.657, 5.578)  -0.17
C (-9.368, 6.266, 4.354)  -0.28
C (-10.304, 7.497, 4.322)  -0.38
C (-9.811, 8.691, 5.191)  -0.07
N (-11.624, 7.130, 4.872)  0.02
H (-7.730, 4.190, 5.030)  0.07
H (-9.306, 3.745, 4.718)  0.08
H (-8.468, 3.697, 6.323)  0.08
H (-8.344, 6.551, 4.112)  0.12
H (-9.790, 5.622, 3.583)  0.12
H (-10.475, 7.946, 3.344)  0.13
H (-8.802, 8.956, 4.875)  0.07
H (-9.861, 8.633, 6.278)  0.08
H (-10.289, 9.635, 4.928)  0.07
H (-12.019, 6.263, 4.537)  0.06
H (-11.553, 6.975, 5.868)  0.06
C (-9.831, 3.580, -7.739)  -0.09
O (-10.057, 2.694, -6.632)  -0.23
C (-9.602, 3.159, -5.317)  -0.14
C (-9.994, 2.086, -4.240)  -0.45
C (-9.026, 0.905, -3.953)  -0.07
N (-11.265, 1.521, -4.485)  0.04
H (-8.783, 3.678, -8.019)  0.08
H (-10.147, 4.551, -7.357)  0.08
H (-10.389, 3.373, -8.652)  0.09
H (-8.596, 3.579, -5.285)  0.12
H (-10.201, 4.048, -5.119)  0.11
H (-10.095, 2.540, -3.254)  0.13
H (-7.955, 1.088, -4.040)  0.07
H (-9.062, 0.191, -4.776)  0.07
H (-9.267, 0.339, -3.053)  0.07
H (-11.142, 1.323, -5.468)  0.07
H (-11.848, 2.343, -4.413)  0.08
C (-5.298, 9.186, -0.847)  -0.18
O (-4.837, 10.373, -1.446)  -0.12
H (-4.606, 8.346, -0.911)  0.08
H (-5.584, 9.338, 0.193)  0.07
H (-6.227, 8.986, -1.380)  0.07
H (-3.999, 10.152, -1.860)  0.07
C (6.784, -2.766, 3.550)  -0.18
O (5.625, -2.419, 4.262)  -0.12
H (7.622, -2.320, 4.085)  0.08
H (6.847, -3.855, 3.535)  0.08
H (6.769, -2.497, 2.494)  0.07
H (5.756, -1.504, 4.523)  0.07

=====

# 3
Below is a cluster of 2 separate species, C17H16Cl3F2Si in total, with properties calculated with wB97M-V/def2-TZVPD.

Computed properties:
Multiplicity: 1
Energy relative to the best compared isomer or geometry (same formula, charge and spin) in kJ/mol: 0.00
Net charge: +1
HOMO-LUMO gap in eV: 6.0223

Each line ends with the Löwdin charge.
CARTESIAN COORDINATES (ANGSTROEM)
C (0.970, 0.108, -3.213)  -0.09
C (1.346, -0.806, -2.079)  -0.43
C (0.387, -1.487, -1.413)  0.00
C (2.785, -0.905, -1.670)  -0.30
Si (3.958, -1.265, -3.105)  -0.65
Cl (5.745, -1.774, -2.268)  0.34
Cl (3.182, -2.816, -4.178)  0.35
Cl (4.216, 0.381, -4.286)  0.35
H (1.305, 1.137, -3.024)  0.09
H (1.398, -0.205, -4.176)  0.06
H (-0.121, 0.138, -3.328)  0.08
H (0.597, -1.944, -0.446)  0.07
H (-0.576, -1.679, -1.890)  0.08
H (3.154, 0.022, -1.210)  0.09
H (2.933, -1.742, -0.975)  0.08
F (-3.406, -0.487, 4.822)  0.06
C (-2.828, -1.048, 3.705)  -0.21
C (-2.969, -2.425, 3.522)  0.06
C (-2.414, -2.984, 2.361)  -0.03
C (-1.812, -2.185, 1.402)  0.01
C (-1.684, -0.776, 1.581)  -0.17
C (-1.224, 0.023, 0.498)  0.11
C (-0.700, 1.338, 0.591)  -0.18
C (-0.748, 2.166, -0.571)  0.01
C (-0.369, 3.497, -0.523)  -0.02
C (0.147, 4.053, 0.657)  0.07
C (0.270, 3.217, 1.768)  -0.21
F (0.855, 3.740, 2.897)  0.07
C (-0.139, 1.892, 1.782)  0.08
C (-2.151, -0.224, 2.817)  0.08
H (-3.477, -3.035, 4.264)  0.14
H (-2.465, -4.061, 2.200)  0.13
H (-1.427, -2.611, 0.474)  0.11
H (-1.483, -0.319, -0.504)  0.12
H (-1.150, 1.729, -1.488)  0.13
H (-0.483, 4.117, -1.415)  0.13
H (0.448, 5.098, 0.712)  0.14
H (-0.028, 1.288, 2.682)  0.14
H (-2.040, 0.838, 3.027)  0.13

=====

The highest energy relative to the best compared isomer or geometry (same formula, charge and spin) belongs to which entry?
C43H115N9O11

=====

Among the records above, which one has the highest energy relative to the best compared isomer or geometry (same formula, charge and spin)?
C43H115N9O11

=====

Number 2 is which compound?
C43H115N9O11